1.
Computed, not measured: 4 unconnected molecules or ions with the total composition C27H22F4N4O8 at a distorted geometry, with wB97M-V/def2-TZVPD.

```
65
Properties=species:S:1:pos:R:3
O 1.2573 -2.0548 2.0979
C 0.7413 -1.2629 1.1263
O -0.1583 -1.9163 0.1597
C -1.4593 -2.2714 0.8173
C -2.2477 -0.8928 1.3201
C -2.0383 -0.4352 2.9022
C -2.8573 0.9903 3.2144
C -3.6700 1.6245 1.9542
N -3.8555 1.1411 0.5561
C -3.1509 -0.1257 0.2066
C 1.1653 0.3212 1.1491
F 2.0982 0.5465 -0.0088
F 0.0417 1.2729 0.9716
C 1.9285 0.7758 2.5614
F 1.1543 0.4294 3.7822
F 2.0066 2.2640 2.5120
H -1.3385 -3.0739 1.6601
H -2.1443 -2.7504 -0.0139
H -1.3820 -1.0014 3.6874
H -2.8124 1.5131 4.2804
H -4.2132 2.6617 2.1986
H -3.2359 -0.5582 -0.8932
H 3.0190 0.3507 2.5958
C 2.2256 -0.4012 -2.9058
C 2.8049 0.1819 -4.0339
C 3.4415 -0.6168 -4.9858
C 3.4885 -2.0053 -4.7993
C 2.9145 -2.5926 -3.6639
C 2.2830 -1.7832 -2.7175
N 4.1340 -2.8528 -5.8090
O 4.6467 -2.2939 -6.7900
O 4.1258 -4.0784 -5.6249
H 1.7254 0.2251 -2.1692
H 2.7573 1.2598 -4.1729
H 3.8880 -0.1471 -5.8595
H 2.9480 -3.6683 -3.5042
H 1.8318 -2.2299 -1.8342
C -8.7982 -0.8989 2.5886
C -9.1225 -2.1385 2.0352
C -8.1134 -2.9785 1.5603
C -6.7764 -2.5671 1.6490
C -6.4485 -1.3198 2.1971
C -7.4666 -0.4873 2.6662
N -5.7093 -3.4563 1.1748
O -6.0411 -4.5434 0.6791
O -4.5380 -3.0712 1.3010
H -9.5881 -0.2498 2.9628
H -10.1628 -2.4517 1.9769
H -8.3826 -3.9415 1.1318
H -5.4155 -0.9859 2.2677
H -7.2221 0.4816 3.0962
C 4.4566 2.4031 -0.5300
C 4.3192 3.5462 0.2590
C 5.3289 4.5103 0.2761
C 6.4753 4.3208 -0.5079
C 6.6194 3.1705 -1.2949
C 5.6041 2.2119 -1.3017
N 7.5289 5.3428 -0.5139
O 7.3730 6.3372 0.2102
O 8.5115 5.1548 -1.2454
H 3.6641 1.6568 -0.5444
H 3.4226 3.6874 0.8588
H 5.2066 5.3957 0.8961
H 7.5060 3.0083 -1.9043
H 5.7051 1.3170 -1.9117
```

Values from the calculation:
**SMILES string**: O=C(OCc1cccnc1)C(F)(F)C(F)F.O=[N+]([O-])c1ccccc1.O=[N+]([O-])c1ccccc1.O=[N+]([O-])c1ccccc1
**Multiplicity**: 1

These are the natural (NBO) partial charges, in e, on atoms 1 to 2: atom 1 (O): -0.504, atom 2 (C): 0.721


2.
Computed, not measured: 2 unconnected molecules or ions with the total composition C2H7NO2S at a distorted geometry, with wB97M-V/def2-TZVPD.

```
13
Properties=species:S:1:pos:R:3
C -0.3036 -0.5759 1.9681
C -0.2746 1.3369 -1.8314
N 0.8349 -1.1086 1.1360
O 0.2220 0.2462 -1.3374
O -0.8128 1.0205 -3.0672
S -0.1858 2.8611 -1.1928
H -0.1703 -1.1528 2.9126
H -0.3842 0.4904 2.1539
H -1.1942 -0.7969 1.3457
H 0.4776 -1.2668 0.1610
H 1.4613 -1.7601 1.6392
H 0.6761 0.4718 -0.4996
H -0.3466 0.2342 -3.3882
```

Values from the calculation:
**SMILES string**: OC(O)=S.CN
**Multiplicity**: 1

These are the natural (NBO) partial charges, in e, on atoms 1 to 2: atom 1 (C): -0.419, atom 2 (C): 0.497


Number 1: gap between HOMO and LUMO 7.88 eV, HOMO energy -9.44 eV. Number 2: gap between HOMO and LUMO 9.62 eV, HOMO energy -9.14 eV.